{"formula": "Cl2H2O2P2", "method": "ωB97M-V/def2-TZVPD", "species": ["O", "O", "P", "P", "Cl", "Cl", "H", "H"], "positions_angstrom": [[-0.849, 1.144, 1.335], [0.058, 0.469, -1.130], [1.049, -0.229, -0.215], [-1.529, 1.271, -0.001], [-2.506, -0.488, -0.225], [0.476, -2.115, -0.059], [1.145, 0.014, 1.109], [2.158, -0.066, -0.813]], "lumo_energy_ev": 0.34, "spin_multiplicity": 1, "relative_energy_kcal_mol": 25.70}

{"formula": "C3H5NO3", "method": "ωB97M-V/def2-TZVPD", "species": ["C", "C", "C", "N", "O", "O", "O", "H", "H", "H", "H", "H"], "positions_angstrom": [[-1.833, -0.257, 0.357], [-0.486, 1.422, -0.813], [1.772, -0.890, 0.304], [-0.757, 0.241, -0.259], [-1.960, -1.314, 0.867], [0.508, 1.893, -1.281], [0.560, -1.354, -0.051], [-2.587, 0.601, 0.266], [-1.446, 1.856, -0.767], [2.222, -0.303, -0.521], [2.287, -1.659, 0.762], [1.719, -0.237, 1.136]], "lumo_energy_ev": [-2.72, -2.60], "spin_multiplicity": 1, "relative_energy_kcal_mol": 151.71}

{"formula": "C4H4N4O", "method": "ωB97M-V/def2-TZVPD", "species": ["O", "N", "N", "C", "C", "N", "C", "C", "N", "H", "H", "H", "H"], "positions_angstrom": [[-1.136, -3.386, 1.378], [-0.932, -2.167, 1.510], [-0.929, -1.550, 0.317], [-0.424, -0.296, 0.074], [0.055, 0.597, 1.084], [0.740, 1.724, 0.766], [0.967, 1.921, -0.552], [0.543, 1.037, -1.555], [-0.165, -0.076, -1.233], [-0.985, -2.148, -0.508], [-0.093, 0.356, 2.141], [1.506, 2.801, -0.842], [0.852, 1.186, -2.579]], "lumo_energy_ev": -0.33, "spin_multiplicity": 1, "relative_energy_kcal_mol": 56.46}

Number 1 is which compound? Cl2H2O2P2

Copy entry 1 word for word.
{"formula": "Cl2H2O2P2", "method": "ωB97M-V/def2-TZVPD", "species": ["O", "O", "P", "P", "Cl", "Cl", "H", "H"], "positions_angstrom": [[-0.849, 1.144, 1.335], [0.058, 0.469, -1.130], [1.049, -0.229, -0.215], [-1.529, 1.271, -0.001], [-2.506, -0.488, -0.225], [0.476, -2.115, -0.059], [1.145, 0.014, 1.109], [2.158, -0.066, -0.813]], "lumo_energy_ev": 0.34, "spin_multiplicity": 1, "relative_energy_kcal_mol": 25.70}

What did the first record say?
{"formula": "Cl2H2O2P2", "method": "ωB97M-V/def2-TZVPD", "species": ["O", "O", "P", "P", "Cl", "Cl", "H", "H"], "positions_angstrom": [[-0.849, 1.144, 1.335], [0.058, 0.469, -1.130], [1.049, -0.229, -0.215], [-1.529, 1.271, -0.001], [-2.506, -0.488, -0.225], [0.476, -2.115, -0.059], [1.145, 0.014, 1.109], [2.158, -0.066, -0.813]], "lumo_energy_ev": 0.34, "spin_multiplicity": 1, "relative_energy_kcal_mol": 25.70}